(1)
The following is a quantum chemistry calculation of a 16-piece molecular cluster, H32O16 overall at a distorted geometry, from the OMol25 dataset.

```
48
Properties=species:S:1:pos:R:3:forces:R:3
O 1.8867 4.0654 -3.9008 -0.31 0.06 0.10
H 2.5867 0.0655 -2.2032 -0.23 -0.32 -0.15
H 4.6262 -1.6564 -1.9015 -0.24 -0.55 -0.59
O -4.4539 0.3585 0.4944 -0.84 -0.01 0.29
H 4.4948 -3.1669 -2.3929 -0.31 -0.15 -1.00
O -2.9749 1.9704 2.6960 -0.10 0.22 -0.26
O 0.3273 2.0255 2.1022 -0.63 -1.28 -1.51
H -4.1746 -0.5338 0.7383 0.15 -0.06 -0.25
H -3.6623 1.9735 2.0206 -0.23 -0.05 0.12
H -0.1161 4.8325 1.4661 -0.32 0.98 -0.07
H 0.0080 -4.5069 -2.0940 -0.15 -1.20 -0.17
H 0.9427 -1.0105 -0.2652 0.76 0.25 0.55
H 2.5436 -3.3568 -0.2132 -0.47 -0.24 0.08
H 0.1637 0.2791 0.4608 1.08 0.03 0.11
H -2.1550 1.9545 2.1931 0.33 -0.11 0.29
H 0.9702 3.8663 -3.6771 -0.04 0.15 -0.13
O -4.4335 0.0822 4.3956 0.47 0.79 -0.55
O 0.9480 -4.7446 -2.1966 -0.46 1.34 0.30
H -0.0073 2.9051 1.8880 0.59 0.03 1.25
H 0.2419 -1.3696 2.0515 -0.13 -0.23 -0.74
H 0.7074 -2.8328 2.4206 -0.14 0.02 -0.49
H -2.1329 -3.8888 -2.6205 0.01 0.25 -0.46
H -3.9099 0.7763 3.9546 0.66 0.09 0.93
O 3.4928 -0.1665 -1.9858 0.04 0.80 0.24
H -0.8245 5.3706 2.8137 -0.12 0.27 -0.52
O 2.2716 -2.4452 -0.3669 0.16 -0.13 0.19
H 4.3300 3.7203 -0.1621 -0.05 0.74 -0.60
O -0.3124 4.6814 2.3899 0.43 -0.87 0.32
H 1.2183 -3.8399 -1.9707 1.08 -0.20 -0.08
H 3.1541 -2.0636 -0.4702 -0.06 0.28 -0.36
O -3.2748 -2.3734 0.2697 1.21 -0.74 -0.05
H 3.8185 0.6490 -1.5784 0.24 -0.05 0.03
H 4.4528 2.5920 0.7307 0.22 -0.57 -0.04
O -1.9863 2.4053 -2.3196 0.11 0.27 -0.03
H -2.3870 -2.3376 0.6649 -0.30 0.67 0.48
O 4.7116 -2.5957 -1.6761 0.82 0.48 1.49
O 0.1383 -0.5500 -0.0208 -1.86 -0.21 -0.37
H -2.3971 -4.7159 -1.4025 0.06 -0.53 0.18
H -1.2738 1.9233 -1.8912 -0.12 -0.23 0.06
H -4.9248 -0.0892 3.6008 -1.09 -0.95 -0.35
H -3.6627 0.8478 0.3139 0.71 0.02 -0.24
H -3.0245 -3.0711 -0.3574 -0.76 0.32 -0.31
H -2.8105 2.0314 -1.9958 0.04 -0.13 -0.02
O 0.6460 -1.9254 2.7128 0.31 0.19 1.20
H 2.3672 3.3288 -3.5254 0.33 -0.20 0.04
H 0.9286 1.9444 2.8390 -0.09 0.76 0.27
O -1.6990 -4.2215 -1.8353 -0.57 0.27 0.26
O 4.6207 2.8133 -0.1941 -0.24 -0.30 0.56
```
Positions in Å, forces in eV/Å.



(2)
The following is a quantum chemistry calculation of a 16-piece molecular cluster, H32O16 overall at a distorted geometry, from the OMol25 dataset.

```
48
Properties=species:S:1:pos:R:3:forces:R:3
H -1.9827 1.9702 0.0368 0.41 -0.18 -0.22
O 0.1793 0.3722 -0.0762 0.81 0.43 -0.46
H -2.5907 -1.3878 1.7938 0.45 -0.10 0.45
O 0.5283 -1.4948 -4.0492 0.30 -1.02 -1.41
O 1.9803 2.6552 -2.0842 0.06 -1.41 -0.42
H 0.8063 1.1752 4.1358 0.73 -0.26 0.39
O -2.8507 1.7052 0.3568 -0.36 -0.86 0.66
O 3.6083 0.8852 -0.2372 0.54 -0.33 1.79
O -2.0837 1.0872 3.3418 0.08 -1.36 1.07
H 0.3903 -0.8478 -3.3692 0.03 0.22 0.68
O -0.7657 -3.8008 1.0828 1.12 1.73 0.09
H 2.1073 -2.3838 1.4418 2.78 -1.80 -1.06
O 1.3883 -1.9278 1.7508 -3.29 0.80 0.40
H -0.1887 0.6612 3.2528 -1.05 -0.59 -0.36
H -0.4957 -0.0818 0.3918 -0.94 -0.74 1.01
H 1.0983 2.7272 -1.7482 -1.40 -0.68 0.30
H 2.5383 -1.9558 -1.4212 -0.49 0.64 0.44
O -0.6147 3.1062 -0.8052 1.46 -0.20 1.08
O -0.6837 0.4162 -2.6552 -1.18 -0.06 0.44
H 1.5313 -1.0178 -0.5862 0.19 0.49 1.10
O 0.6883 0.4142 3.5518 0.04 0.39 0.47
H -2.8307 0.7272 0.4538 0.20 1.09 -0.37
H -1.0247 -1.4118 1.9648 0.23 -0.47 0.78
H -0.3037 -2.9208 0.9138 -0.02 -1.93 0.52
H -0.1157 3.5692 -0.0972 -0.19 -0.71 -0.34
O -1.7447 -1.1278 1.4108 -0.81 0.65 -0.83
O -3.0227 -0.9898 -1.4022 -1.45 0.94 -0.36
H 0.2603 -2.2428 -1.3392 -0.31 -0.16 -0.31
H -2.1707 -1.3338 -1.2462 2.10 -1.33 -0.04
H -1.6327 0.2382 -2.5252 0.08 -0.65 0.21
H 1.7063 -1.1738 2.2128 0.44 1.14 0.72
H -3.3977 -1.0468 -0.5272 -0.57 0.07 0.19
O 1.7923 -1.3288 -1.4482 0.59 -1.00 -1.30
H -1.9607 1.2762 2.4228 -0.22 0.94 -0.97
H -0.5467 -3.5358 -1.3412 0.23 -2.70 -0.03
H 2.6093 1.6132 1.2138 -0.13 -0.18 0.34
H 2.9173 1.1082 -0.8142 -2.21 0.85 -1.23
H 1.5603 1.2792 2.4148 1.42 1.09 -1.29
O 2.1483 1.9812 1.9808 -0.89 -0.47 0.69
H -1.9317 1.8322 3.9148 -0.08 0.69 -0.25
H -1.2837 3.7262 -1.0082 -1.33 1.12 -0.67
H 1.0883 -2.2058 -3.7182 -0.21 0.47 0.14
H -1.5767 -3.4958 0.6918 -1.02 -0.45 -0.32
H 2.2323 3.5352 -1.9302 1.34 1.91 0.09
H -0.7717 1.2232 -3.1412 0.64 1.03 -0.62
H 4.2523 0.6602 -0.8742 1.64 -0.49 -0.74
H -0.1977 0.3932 -0.9712 0.35 0.36 -0.36
O -0.6427 -2.6248 -1.3162 -0.11 3.11 -0.08
```
Positions in Å, forces in eV/Å.



(3)
The following is a quantum chemistry calculation of a 16-piece molecular cluster, H32O16 overall at a distorted geometry, from the OMol25 dataset.

```
48
Properties=species:S:1:pos:R:3:forces:R:3
H -2.6629 -2.7296 -0.4704 -1.12 -1.19 1.17
O 3.3644 0.1575 0.3182 1.85 -0.01 2.99
H 1.0500 3.7276 -1.5093 -0.50 0.12 -0.61
H 0.3676 -3.8017 2.1739 0.44 0.22 0.37
H 4.2442 -2.1237 -1.8483 -0.37 0.84 -0.61
H 1.0913 -3.9308 -2.1838 -0.26 -0.33 -0.03
H -0.5186 0.4350 3.3100 -0.05 -0.11 1.69
H -5.2726 2.3190 -1.0264 -0.49 -0.48 1.02
O -2.3982 1.0915 -4.8512 -0.94 1.22 1.06
O 5.2277 0.3122 2.4376 -2.55 1.71 0.97
H -0.9100 -3.7253 1.4306 0.65 1.27 1.01
O 3.9602 -1.2131 -2.0951 0.50 -1.54 0.10
O 1.9014 3.3269 -1.6265 0.93 -0.46 0.85
O -5.0195 2.2124 0.9653 -0.21 0.53 0.61
H 1.3845 1.4929 1.5568 0.04 -0.02 0.45
O -1.7516 -1.2568 0.8549 -0.25 0.47 0.43
O -0.3823 -0.3781 3.8363 0.54 -1.07 -0.90
O 0.3001 -4.2976 -2.6037 0.25 -0.07 -0.30
O -3.0235 -3.4581 0.1168 0.03 0.47 -0.44
H 4.0948 -0.7699 -1.2550 -0.30 0.70 0.49
H 0.5233 -0.1113 0.3697 0.64 0.77 0.04
O -0.3629 -3.1836 2.0872 -1.09 -1.79 -1.31
H 3.6694 0.1885 1.2989 -0.13 -0.35 -2.28
H 0.0082 1.9602 1.4707 -0.47 0.54 -0.20
H 2.0609 4.3697 0.6377 -0.60 0.01 0.15
O 1.0789 0.4100 -0.2474 -2.52 -1.14 -0.30
H -0.4458 -2.0112 -0.2192 -0.30 -0.57 0.74
H 3.0875 1.0653 0.1968 -0.21 0.17 -0.55
O -0.0359 -2.7210 -0.7342 0.09 1.19 0.12
H -0.9784 -0.8671 1.2600 0.29 0.45 0.43
H 1.0971 -0.2732 -0.9389 0.76 0.57 -0.23
H -2.0261 0.6383 -4.0926 0.32 -0.43 -0.02
O 1.1466 4.4794 0.9602 0.78 0.03 0.17
H 0.6383 4.6000 0.1640 -0.26 0.26 -0.22
H 2.1860 3.3520 -2.5355 -0.29 0.20 -0.46
H -1.9684 -1.8833 1.5666 -0.15 -0.06 -0.44
H -4.8942 1.6806 1.7637 -0.06 0.12 -0.24
H 0.5760 -5.1083 -3.0332 0.15 -0.09 -0.15
O -4.8068 2.6485 -1.7754 0.41 0.50 -1.37
O 0.6746 1.8088 2.1380 0.16 -0.61 -0.08
H -2.9698 1.7516 -4.3733 0.57 -0.79 -1.03
H 5.3308 1.1623 2.9601 1.18 -2.28 -1.21
H -0.6694 -0.5601 4.7432 -0.30 1.30 -0.78
H -3.9543 -3.3097 0.3850 0.98 0.32 -0.67
H -3.8854 2.5256 -1.5500 0.17 -0.02 0.17
H -5.3198 3.0866 1.2835 0.25 -0.66 -0.21
H 5.8544 -0.3180 2.1129 1.36 0.59 0.44
H 0.0609 -2.2293 -1.5512 0.09 -0.49 -0.82
```
Positions in Å, forces in eV/Å.



Per-record LUMO, eV: -0.617, -0.129, -0.139
Per-record energy above the lowest of the compared OMol25 structures with the same formula, charge and spin, kcal/mol: 135.08, 116.10, 178.33
Per-record E_HOMO, eV: -10.6, -10.2, -10.3